Record 1
Molecular formula: C5H12O
Method: DFT, ωB97M-V/def2-TZVPD

The charge is 0. The energy above the lowest of the compared OMol25 structures with the same formula, charge and spin is 0.6191 eV. The electronic energy comes out at -7426.6922 eV. As for the orbital gap: 10.82 eV. The calculation puts the HOMO energy at -9.64 eV. The SMILES is CCCOCC. As for the LUMO energy: 1.1829 eV.

Structure (XYZ):
```
18
Properties=species:S:1:pos:R:3:forces:R:3
C 2.868 -0.316 0.393 0.04 0.00 0.04
C 1.616 -0.701 -0.393 -0.02 0.01 -0.03
C 0.405 0.111 0.037 0.24 0.01 0.17
O -0.620 -0.061 -0.912 0.00 -0.06 -0.04
C -1.744 0.776 -0.722 -0.22 0.16 -0.05
C -2.909 0.045 -0.071 0.00 -0.07 0.05
H 3.727 -0.919 0.084 -0.13 0.06 0.08
H 2.722 -0.459 1.470 0.04 -0.01 -0.13
H 3.132 0.737 0.234 -0.09 -0.17 0.01
H 1.394 -1.769 -0.272 0.06 0.18 -0.03
H 1.778 -0.530 -1.464 -0.04 0.00 0.12
H 0.081 -0.209 1.043 -0.01 0.08 -0.13
H 0.672 1.180 0.103 0.00 -0.13 -0.01
H -2.042 1.121 -1.717 0.00 0.00 0.07
H -1.460 1.665 -0.138 -0.06 -0.15 -0.08
H -3.795 0.691 -0.034 0.16 -0.11 0.01
H -2.671 -0.274 0.948 0.01 0.07 -0.05
H -3.155 -0.851 -0.647 0.00 0.13 0.02
```
Positions in Å, forces in eV/Å.

Record 2
Molecular formula: C55H74As3IrNO7P2Si
Method: DFT, ωB97M-V/def2-TZVPD

The charge is +2. The energy above the lowest of the compared OMol25 structures with the same formula, charge and spin is 0.3881 eV. The electronic energy comes out at -285852.4660 eV. As for the spin multiplicity: 6. As for the orbital gap (spin up / spin down): 7.44 / 4.46 eV. The calculation puts the HOMO energy (spin up / spin down) at -12.13 / -12.13 eV. As for the LUMO energy (spin up / spin down): -4.6901 / -7.6736 eV.

Structure (XYZ):
```
144
Properties=species:S:1:pos:R:3:forces:R:3
Ir -0.170 0.151 -0.739 0.55 -0.61 -0.55
O 0.428 -1.096 -2.575 -0.44 -0.04 0.90
C 0.518 -0.874 -3.781 0.19 0.06 -0.82
C 0.561 0.375 -4.469 -0.22 0.53 0.47
C 0.752 0.359 -5.857 0.04 0.19 -0.42
C 0.807 1.527 -6.578 -0.17 -0.33 0.97
C 0.617 2.763 -5.937 0.07 -0.21 -0.21
C 0.412 2.808 -4.589 -0.02 -0.11 0.33
C 0.424 1.629 -3.777 0.25 -0.24 -0.84
O 0.358 1.726 -2.510 -0.39 -0.05 0.97
N 1.054 1.472 -8.003 -0.01 -0.08 -0.12
O 1.199 2.522 -8.582 0.02 0.33 -0.19
O 1.100 0.374 -8.510 0.05 -0.29 -0.25
H 0.587 -1.748 -4.451 0.06 -0.08 0.14
H 0.881 -0.576 -6.381 -0.01 -0.12 -0.04
H 0.641 3.659 -6.537 -0.02 0.10 0.00
H 0.246 3.754 -4.096 0.05 0.11 0.09
C 3.487 -0.259 -2.645 -0.25 -0.12 -0.02
As 2.765 0.527 -1.000 0.82 0.45 -0.23
C 4.280 0.014 0.181 -0.51 -0.03 -0.03
C 3.264 2.395 -1.484 -0.23 -0.12 -0.02
C 3.022 3.548 -0.500 0.03 -0.24 0.10
C 3.698 4.781 -1.116 -0.18 -0.13 0.02
C 1.527 3.853 -0.391 0.03 -0.10 -0.17
As 0.140 2.521 0.141 0.12 1.41 0.54
C -1.345 3.613 -0.534 -0.11 -0.27 -0.06
C 0.158 2.766 2.099 -0.05 -0.40 -0.26
C 3.665 3.180 0.839 0.03 0.46 0.20
As 4.241 4.425 2.348 0.20 -0.33 0.29
C 4.586 6.236 1.655 -0.29 -0.12 -0.10
C 2.583 4.872 3.319 0.02 -0.01 -0.35
H 4.574 -0.178 -2.653 -0.04 0.10 0.16
H 3.090 0.261 -3.514 -0.04 0.10 0.03
H 3.213 -1.307 -2.709 -0.02 -0.08 0.01
H 5.198 0.449 -0.211 -0.04 0.10 -0.09
H 4.368 -1.067 0.147 0.00 -0.10 -0.05
H 4.134 0.330 1.210 -0.03 0.05 -0.04
H 2.720 2.607 -2.409 0.03 -0.13 -0.02
H 4.331 2.354 -1.734 -0.09 -0.13 0.07
H 3.439 4.867 -2.168 -0.05 0.03 -0.19
H 4.781 4.702 -1.043 0.09 0.00 0.02
H 3.380 5.693 -0.623 0.04 0.10 0.08
H 1.198 4.189 -1.378 -0.14 -0.03 0.10
H 1.381 4.682 0.313 -0.12 -0.14 -0.03
H -1.514 4.504 0.078 0.14 -0.17 0.01
H -2.250 3.013 -0.584 -0.01 0.00 0.06
H -1.086 3.912 -1.549 0.09 -0.04 0.05
H -0.123 3.782 2.379 0.07 -0.01 -0.18
H 1.164 2.554 2.454 0.02 0.07 -0.05
H -0.521 2.062 2.573 0.01 0.01 -0.08
H 4.620 2.696 0.607 -0.09 0.04 0.15
H 3.034 2.423 1.323 0.21 0.02 0.16
H 5.337 6.243 0.871 0.02 -0.06 -0.05
H 4.973 6.821 2.489 -0.01 -0.13 0.08
H 3.674 6.713 1.304 0.00 0.08 -0.09
H 2.191 4.010 3.854 0.04 -0.06 0.00
H 1.816 5.275 2.661 -0.10 0.07 0.01
H 2.839 5.630 4.057 0.08 0.03 -0.02
O -1.751 0.338 1.169 0.63 0.02 -0.55
P -2.782 0.098 2.230 -0.80 -0.14 0.76
C -4.111 -1.070 1.808 0.47 0.43 0.16
C -5.080 -0.595 0.933 0.04 0.01 0.01
C -6.199 -1.356 0.651 -0.03 0.07 -0.04
C -6.358 -2.592 1.260 0.02 -0.02 0.02
C -5.379 -3.082 2.110 -0.05 -0.10 0.00
C -4.251 -2.326 2.385 0.11 -0.03 0.04
C -3.666 1.632 2.677 0.29 -0.37 -0.20
C -4.758 1.626 3.539 -0.02 -0.04 -0.07
C -5.281 2.824 3.994 -0.07 0.02 0.10
C -4.748 4.032 3.567 0.06 -0.03 -0.10
C -3.702 4.040 2.658 -0.01 0.12 0.06
C -3.156 2.843 2.235 0.17 -0.18 -0.20
C -2.044 -0.445 3.801 -0.12 0.04 -0.50
C -2.831 -0.676 4.924 -0.02 -0.06 0.05
C -2.241 -0.977 6.136 -0.06 0.02 0.03
C -0.861 -1.046 6.238 0.05 -0.01 -0.07
C -0.075 -0.852 5.114 0.08 0.03 0.12
C -0.664 -0.548 3.898 -0.01 0.03 -0.19
H -4.943 0.387 0.500 -0.14 0.08 -0.04
H -6.959 -0.981 -0.020 -0.06 0.03 -0.01
H -7.258 -3.163 1.083 -0.03 -0.09 -0.05
H -5.509 -4.048 2.577 0.01 -0.05 0.04
H -3.497 -2.702 3.064 0.01 -0.02 0.05
H -5.209 0.692 3.842 -0.07 -0.03 0.07
H -6.103 2.818 4.694 -0.10 -0.01 0.01
H -5.152 4.964 3.931 -0.08 0.07 0.03
H -3.304 4.976 2.289 0.01 0.06 0.03
H -2.326 2.821 1.546 -0.12 0.10 0.09
H -3.904 -0.618 4.859 -0.16 -0.02 0.03
H -2.858 -1.149 7.003 -0.07 -0.01 0.12
H -0.403 -1.244 7.194 0.07 -0.08 0.09
H 0.998 -0.936 5.191 0.12 0.05 0.01
H -0.070 -0.391 3.008 0.11 0.02 -0.07
C 0.881 -3.680 3.135 -0.36 -0.17 -0.44
C 2.072 -3.314 2.292 0.59 -0.13 1.50
C 2.625 -1.949 2.610 -0.01 0.26 -0.54
C 3.124 -4.382 2.245 -0.07 -0.16 -0.64
Si 1.254 -3.109 0.270 -0.04 -2.08 -1.39
O 0.533 -1.740 0.346 -0.93 1.71 -0.28
C 2.457 -3.442 -1.176 0.03 0.29 0.73
C 3.847 -3.449 -1.169 0.11 -0.01 0.12
C 4.574 -3.750 -2.313 0.09 -0.02 -0.02
C 3.919 -4.046 -3.495 0.06 0.04 0.05
C 2.534 -4.053 -3.521 -0.11 0.00 -0.08
C 1.815 -3.763 -2.376 -0.14 0.02 0.17
C 0.255 -4.741 0.361 0.44 1.13 -0.05
C 0.917 -5.936 0.106 0.09 -0.08 -0.03
C 0.233 -7.138 0.155 0.11 -0.05 0.02
C -1.118 -7.150 0.456 -0.01 -0.08 -0.01
C -1.790 -5.958 0.673 -0.17 0.13 0.08
C -1.103 -4.754 0.641 -0.13 -0.07 0.03
H 1.173 -3.661 4.187 0.17 0.12 0.09
H 0.519 -4.679 2.909 -0.01 -0.03 0.04
H 0.067 -2.972 3.006 -0.14 0.06 0.06
H 2.748 -1.842 3.691 -0.01 -0.20 0.09
H 1.956 -1.160 2.277 -0.04 0.14 0.05
H 3.600 -1.807 2.153 0.10 0.08 -0.03
H 3.530 -4.516 3.252 -0.05 0.09 0.19
H 3.956 -4.111 1.601 0.12 -0.04 -0.01
H 2.725 -5.341 1.926 0.00 -0.08 0.06
H 4.397 -3.243 -0.261 0.04 0.06 0.06
H 5.653 -3.763 -2.278 0.09 0.01 0.02
H 4.478 -4.284 -4.387 0.06 -0.02 -0.06
H 2.014 -4.303 -4.435 -0.06 -0.04 -0.07
H 0.737 -3.801 -2.404 -0.18 -0.01 -0.08
H 1.970 -5.936 -0.140 0.10 -0.02 -0.06
H 0.763 -8.059 -0.034 0.00 -0.09 -0.01
H -1.646 -8.090 0.524 -0.06 -0.04 -0.05
H -2.850 -5.964 0.880 -0.08 -0.02 0.03
H -1.624 -3.827 0.832 -0.11 0.14 0.04
C -3.149 1.980 -3.797 -0.01 -0.64 0.44
P -3.281 0.416 -2.855 -0.94 0.19 -1.24
C -5.024 0.289 -2.340 0.73 0.05 -0.13
C -3.026 -0.986 -3.995 -0.02 0.39 0.54
O -2.358 0.389 -1.681 1.08 -0.13 1.01
H -3.613 1.886 -4.773 -0.10 -0.02 -0.13
H -2.098 2.227 -3.917 0.06 0.02 -0.05
H -3.644 2.774 -3.239 0.01 0.02 0.04
H -5.672 0.229 -3.209 -0.09 0.05 -0.14
H -5.278 1.163 -1.744 -0.07 0.04 0.00
H -5.142 -0.609 -1.738 0.00 -0.05 -0.01
H -3.475 -0.815 -4.967 -0.11 0.08 -0.11
H -3.486 -1.860 -3.534 0.03 -0.09 -0.03
H -1.962 -1.172 -4.115 0.00 0.02 -0.03
```
Positions in Å, forces in eV/Å.

Record 3
Molecular formula: C4H8N2O
Method: DFT, ωB97M-V/def2-TZVPD

The charge is 0. The energy above the lowest of the compared OMol25 structures with the same formula, charge and spin is 3.2382 eV. The electronic energy comes out at -9303.1550 eV. As for the orbital gap: 8.63 eV. The calculation puts the HOMO energy at -8.68 eV. The SMILES is [H]/N=C/C(=O)N(C)C. As for the LUMO energy: -0.0467 eV.

Structure (XYZ):
```
15
Properties=species:S:1:pos:R:3:forces:R:3
H 2.701 1.901 -0.008 1.56 1.24 0.20
N 1.796 1.524 -0.048 -0.88 -2.55 -0.28
C 1.978 0.260 0.145 -0.41 1.46 0.81
C 0.879 -0.772 0.119 -5.00 -0.84 -1.73
O 1.053 -1.977 -0.006 0.99 1.43 0.71
N -0.592 -0.291 -0.023 6.44 -0.65 1.50
C -0.827 1.107 0.011 -2.46 -1.96 -4.22
C -1.627 -1.249 -0.095 0.19 -0.76 2.27
H 2.969 -0.068 0.474 -0.26 -0.66 -0.41
H -0.445 1.532 -0.924 -0.17 0.40 0.27
H -1.899 0.996 -0.102 -0.58 1.76 0.64
H -0.410 1.578 0.794 0.80 1.85 2.94
H -2.161 -1.134 -0.984 -1.00 0.06 -1.59
H -1.010 -2.136 -0.128 -0.79 -0.96 0.03
H -2.406 -1.272 0.775 1.57 0.18 -1.14
```
Positions in Å, forces in eV/Å.